ORCA calculation (ωB97M-V/def2-TZVPD) on a 2-piece molecular cluster, C36H75NO3P overall.

XYZ file:
```
116
Properties=species:S:1:pos:R:3:forces:R:3:lowdin_charge:R:1
C -2.071 -0.336 4.053 0.1517 -0.2164 -0.4199 -0.126
C -1.170 0.144 2.901 -0.3203 0.1492 0.1472 -0.243
C -0.748 1.637 2.956 0.0565 -0.1878 -0.0030 -0.212
C -0.784 2.270 4.350 0.3213 0.1785 0.0291 -0.222
C -0.328 3.749 4.423 -0.1833 0.1383 -0.2847 -0.208
C -0.621 4.608 3.178 -0.1109 -0.0016 0.2612 -0.210
C -2.126 4.700 2.837 0.2712 0.2189 0.0125 -0.207
C -2.747 6.112 2.885 -0.3905 -0.5381 -0.0682 -0.201
C -4.056 6.147 2.051 0.5106 0.4245 0.3548 -0.207
C -3.865 6.633 0.600 0.2009 -0.2277 0.2020 -0.205
C -3.746 5.538 -0.467 -0.2060 0.1859 -0.1075 -0.214
C -4.878 4.494 -0.511 0.2015 0.2252 -0.5480 -0.215
C -4.333 3.131 -0.939 -0.2607 -0.3227 0.3235 -0.213
C -5.409 2.024 -1.111 0.5717 0.2767 0.0302 -0.196
C -5.622 1.567 -2.563 -0.4255 -0.1111 -0.0947 -0.220
C -5.937 0.070 -2.677 -0.3046 0.0464 0.3875 -0.213
C -4.828 -0.866 -2.149 0.1565 0.0887 -0.0302 -0.205
C -3.403 -0.319 -2.299 0.2696 -0.7115 -0.1304 -0.213
C -2.884 -0.437 -3.741 0.0013 0.4748 0.0137 -0.188
C -1.744 0.555 -4.058 -0.0812 0.0491 -0.0749 -0.191
C -0.567 -0.063 -4.812 -0.5056 0.2627 -0.4362 -0.276
O -0.143 -1.313 -4.323 0.1445 -0.0080 0.0301 -0.180
C 0.176 -1.369 -2.931 0.6827 -0.7676 0.0592 -0.438
C 0.840 -2.733 -2.676 -0.2616 0.1381 -0.0448 -0.194
O -0.142 -3.688 -2.288 0.2046 0.0040 -0.1394 -0.188
C 0.132 -4.287 -1.035 -0.1122 -0.4624 0.2059 -0.108
P 1.239 0.060 -2.369 -0.0898 0.9559 0.0950 0.974
C 1.102 -0.112 -0.539 -0.4664 -0.5202 -0.2436 -0.266
C 2.978 -0.420 -2.715 0.0794 -0.1985 -0.2547 -0.424
C 3.219 -0.520 -4.240 0.2787 0.0805 0.4769 -0.154
H -2.224 -1.415 3.949 -0.0337 0.1080 0.0491 0.069
H -3.056 0.136 3.988 0.0999 0.0492 0.2213 0.071
H -1.628 -0.163 5.035 -0.1041 0.0579 -0.0286 0.061
H -0.294 -0.506 2.822 -0.0568 0.1050 0.0651 0.105
H -1.757 0.005 1.987 0.2950 -0.1324 -0.0451 0.094
H -1.376 2.190 2.252 -0.0092 0.1063 0.1803 0.089
H 0.275 1.721 2.574 -0.0988 0.0227 -0.0521 0.112
H -0.104 1.687 4.984 -0.2139 0.0459 0.0809 0.112
H -1.777 2.190 4.803 0.0473 -0.1006 -0.1909 0.097
H -0.849 4.229 5.262 0.1501 -0.0969 0.0422 0.105
H 0.742 3.817 4.642 -0.0511 -0.1130 -0.0477 0.103
H -0.055 4.231 2.321 -0.0668 0.0292 0.0728 0.104
H -0.234 5.613 3.386 -0.0305 -0.0625 -0.0990 0.102
H -2.680 4.077 3.548 -0.0629 -0.0567 -0.2010 0.113
H -2.303 4.284 1.840 0.0064 -0.0206 0.0904 0.090
H -2.999 6.345 3.926 0.2222 0.0974 -0.0790 0.106
H -2.039 6.866 2.530 -0.0442 -0.0257 0.0064 0.101
H -4.466 5.135 2.096 -0.2296 0.1406 -0.0833 0.092
H -4.765 6.817 2.548 -0.0072 -0.1569 -0.0518 0.101
H -4.668 7.334 0.355 -0.0369 -0.1508 -0.1466 0.103
H -2.932 7.209 0.562 -0.1940 0.1114 -0.0147 0.102
H -3.709 6.045 -1.440 0.1064 -0.1513 0.0519 0.109
H -2.778 5.032 -0.369 -0.1309 -0.0118 0.1393 0.103
H -5.626 4.821 -1.248 -0.0198 -0.0396 0.1645 0.114
H -5.402 4.419 0.445 0.0938 -0.0975 -0.0168 0.098
H -3.614 2.810 -0.173 0.0014 0.0576 -0.1379 0.105
H -3.765 3.237 -1.869 0.0035 0.0625 0.0426 0.109
H -6.347 2.401 -0.691 -0.0269 -0.1970 -0.0171 0.108
H -5.101 1.166 -0.506 -0.1639 0.0541 -0.0442 0.101
H -6.474 2.121 -2.978 0.1878 -0.0097 -0.1083 0.108
H -4.757 1.799 -3.191 -0.0103 0.0739 0.1444 0.097
H -6.846 -0.112 -2.085 0.0681 -0.0770 -0.1323 0.105
H -6.212 -0.181 -3.707 0.1952 0.0867 0.0313 0.101
H -4.998 -1.137 -1.101 -0.0929 0.1949 -0.0920 0.102
H -4.883 -1.811 -2.702 0.0174 0.0293 0.0992 0.110
H -3.295 0.706 -1.938 -0.1847 0.0024 -0.0403 0.087
H -2.744 -0.923 -1.660 -0.0774 0.1470 -0.0236 0.107
H -3.711 -0.242 -4.435 0.0361 -0.0986 0.0428 0.108
H -2.544 -1.458 -3.927 -0.0706 0.0166 0.0394 0.116
H -1.379 1.056 -3.154 -0.0423 -0.2014 0.0246 0.083
H -2.144 1.353 -4.697 0.1399 0.0232 0.1064 0.110
H -0.884 -0.243 -5.846 0.1058 -0.1640 0.0903 0.123
H 0.257 0.660 -4.854 0.0071 -0.0777 0.1086 0.088
H -0.755 -1.408 -2.352 0.1424 0.4117 0.1259 0.106
H 1.301 -3.069 -3.611 0.0263 0.0697 0.0270 0.132
H 1.626 -2.662 -1.915 -0.1134 -0.0585 0.0094 0.094
H -0.287 -5.300 -1.045 -0.0580 0.1513 -0.0477 0.080
H -0.341 -3.734 -0.214 0.1136 0.0562 -0.0283 0.082
H 1.204 -4.374 -0.841 0.1087 0.1572 0.1267 0.062
H 0.310 0.562 -0.199 0.2019 0.0181 0.1191 0.013
H 0.813 -1.135 -0.265 0.2573 0.0963 0.1034 0.039
H 2.054 0.117 -0.061 -0.0611 0.0644 0.0248 0.033
H 3.305 -1.324 -2.190 -0.1372 0.0151 -0.0074 0.062
H 3.583 0.409 -2.329 -0.0753 -0.1425 0.1220 0.070
H 3.454 0.470 -4.643 -0.1865 -0.1057 -0.0866 0.062
H 2.350 -0.926 -4.760 0.1372 -0.0657 -0.0786 0.047
H 4.091 -1.156 -4.418 -0.1658 -0.0015 -0.1441 0.067
C 5.162 -2.150 2.640 0.1329 0.1951 0.0892 -0.046
C 5.398 -2.735 1.234 0.2136 -0.0265 0.1877 -0.533
C 6.841 -3.258 1.145 0.1945 -0.1019 -0.0720 -0.163
C 7.106 -4.551 1.920 -0.0053 -0.0245 -0.0227 -0.186
C 5.857 -5.437 2.029 0.1120 0.0206 0.1575 -0.155
C 4.800 -5.171 0.951 0.2537 -0.1005 0.0018 -0.557
N 4.393 -3.784 1.024 -0.5600 0.0175 0.2691 -0.210
O 3.400 -3.487 0.078 -0.0865 0.1794 -0.3648 -0.312
C 3.578 -6.025 1.295 -0.1115 -0.2460 -0.0482 -0.060
C 5.316 -5.622 -0.429 0.0699 -0.1295 -0.1702 -0.040
C 5.285 -1.597 0.230 -0.0396 0.2723 -0.2081 -0.073
H 4.149 -1.751 2.703 -0.0376 -0.0728 -0.0449 0.076
H 5.868 -1.338 2.871 -0.0205 -0.0233 -0.0450 0.069
H 5.268 -2.918 3.408 -0.0114 -0.0485 -0.0320 0.065
H 7.084 -3.423 0.092 -0.0967 0.0455 -0.0057 0.095
H 7.531 -2.476 1.484 -0.0493 0.0279 0.0185 0.106
H 7.908 -5.101 1.417 0.0101 0.0153 0.0037 0.097
H 7.483 -4.326 2.922 -0.0363 0.0089 0.0071 0.096
H 6.154 -6.491 2.005 -0.0755 -0.0173 -0.0731 0.106
H 5.386 -5.282 3.005 -0.0767 0.0843 -0.0484 0.104
H 3.142 -5.690 2.238 0.0204 0.0651 -0.0082 0.078
H 3.860 -7.081 1.397 0.0403 0.0153 -0.0171 0.071
H 2.818 -5.945 0.519 0.0279 0.1132 0.0023 0.060
H 5.570 -6.689 -0.419 -0.0144 0.0114 0.0324 0.071
H 6.207 -5.074 -0.740 -0.0122 -0.0056 0.0194 0.062
H 4.544 -5.464 -1.183 -0.0373 0.1341 0.0700 0.066
H 6.035 -0.832 0.463 0.0636 -0.0576 0.0406 0.075
H 4.305 -1.124 0.263 -0.0614 -0.1534 -0.0105 0.054
H 5.460 -1.944 -0.790 -0.1049 -0.0681 0.0164 0.075
```
Forces are in eV/Å.

The calculation puts the frontier orbital gap at 0.14991 Ha. The value obtained for the LUMO energy is 2.299 eV. The net charge is -1. Its maximum force is 0.020 hartree/bohr.